Density functional theory data (wB97M-V/def2-TZVPD) for a structure of composition C18H27CrN6O3.

XYZ file:
```
55
Properties=species:S:1:pos:R:3:forces:R:3
Cr -0.3463 -0.0513 -0.1883 0.291 0.089 -0.018
N 0.8210 0.1703 -2.0926 -0.032 -0.109 0.080
C 1.6691 -1.0114 -2.3210 -0.054 0.003 0.019
C 0.8794 -2.2239 -1.8441 0.062 0.122 0.073
O 1.1931 -3.3546 -2.1985 0.006 -0.043 -0.039
N -0.1346 -1.8700 -1.0453 0.083 -0.073 -0.071
C -1.0461 -2.9331 -0.6804 -0.105 -0.002 0.018
C -2.0413 -2.3652 0.3074 0.093 0.030 0.001
O -2.9183 -3.0199 0.8323 0.022 -0.053 -0.017
O -1.8424 -1.0938 0.5323 -0.412 -0.036 0.017
H 0.0336 0.1060 -2.7341 -0.025 0.040 -0.047
H 1.3102 1.0232 -2.3493 0.019 -0.019 0.010
H 2.5945 -0.9273 -1.7477 0.016 -0.026 -0.005
H 1.9392 -1.1517 -3.3678 -0.012 -0.017 -0.017
H -0.5393 -3.7994 -0.2466 0.017 0.002 0.030
H -1.5958 -3.3109 -1.5486 0.038 -0.012 -0.011
C 2.2459 0.0248 1.6003 -0.047 0.014 -0.003
C 2.3642 1.0812 0.5058 0.034 -0.034 0.011
N 1.0367 1.6587 0.2463 0.038 0.074 -0.043
C 0.6111 2.6087 1.2997 0.054 -0.001 0.028
C -0.8537 2.3801 1.6192 -0.062 -0.037 -0.044
N -1.0706 0.9347 1.6638 0.091 0.003 0.106
C -0.5409 0.2890 2.8862 -0.017 0.059 0.032
C 0.2233 -0.9969 2.5863 0.031 0.021 -0.017
N 1.0567 -0.8196 1.3831 0.032 0.030 0.011
H 2.1564 0.5090 2.5741 -0.001 -0.003 0.007
H 3.1601 -0.5702 1.6407 0.004 -0.007 -0.022
H 2.7152 0.6235 -0.4158 -0.003 -0.022 -0.009
H 3.0959 1.8443 0.7943 -0.003 0.002 0.017
H 1.0366 2.1413 -0.6425 0.030 0.030 0.025
H 0.7941 3.6422 0.9999 -0.010 -0.004 -0.028
H 1.2264 2.4329 2.1825 -0.020 -0.004 0.009
H -1.4739 2.7849 0.8216 -0.027 -0.008 0.000
H -1.1303 2.8837 2.5516 0.019 -0.006 0.015
H -2.0473 0.6907 1.5497 0.005 -0.009 -0.045
H -1.3477 0.0691 3.5869 -0.005 -0.011 -0.003
H 0.1148 1.0018 3.3911 0.006 0.000 -0.008
H -0.4760 -1.8040 2.3888 -0.006 -0.012 -0.011
H 0.8255 -1.2679 3.4611 -0.001 -0.015 -0.001
H 1.3255 -1.7280 1.0234 -0.019 0.006 -0.025
C -1.7430 1.1725 -1.2254 -0.127 0.139 -0.047
C -2.2857 0.4862 -2.4166 0.030 -0.049 -0.055
C -3.1996 -0.5748 -2.2968 0.000 0.006 0.007
C -3.6369 -1.2749 -3.4004 0.003 0.011 -0.008
C -3.1787 -0.9396 -4.6784 -0.006 -0.005 0.057
C -2.2931 0.1206 -4.8281 0.011 0.024 0.041
C -1.8638 0.8218 -3.7122 -0.082 -0.026 -0.020
C -3.6332 -1.6658 -5.8281 -0.026 -0.040 -0.068
N -3.9978 -2.2408 -6.7551 0.007 0.008 0.012
H -2.5624 1.3895 -0.5321 0.008 -0.054 0.034
H -1.3095 2.1353 -1.5378 0.005 -0.004 0.037
H -3.5588 -0.8534 -1.3140 0.009 0.031 -0.010
H -4.3369 -2.0914 -3.2804 0.002 -0.004 -0.015
H -1.9556 0.4024 -5.8169 -0.004 -0.003 -0.002
H -1.2149 1.6802 -3.8520 0.037 0.005 0.011
```
Forces are in eV/Å.

The multiplicity is 2. Its HOMO energy (alpha / beta) is -7.9 / -7.8 eV. The value obtained for the calculated total energy is -2300.84762 a.u. The LUMO energy (alpha / beta) is -0.372 / -0.379 eV. For the max |F|, the calculation gives 0.41 eV/A.